Record 1
{
  "formula": "C30H29GaN9OPS3Se",
  "method": "ωB97M-V/def2-TZVPD",
  "lumo_ev": 0.00,
  "relative_energy_kcal_mol": 59.0,
  "molar_mass_g_mol": 807.482,
  "total_energy_ev": -206557.2920,
  "homo_lumo_gap_ev": 7.47,
  "multiplicity": 1,
  "symbols": ["Ga", "S", "C", "S", "C", "C", "N", "C", "N", "S", "C", "N", "C", "C", "C", "C", "C", "C", "H", "H", "H", "H", "H", "C", "C", "N", "C", "C", "N", "C", "N", "N", "N", "C", "C", "C", "C", "C", "C", "H", "H", "H", "H", "H", "H", "H", "H", "H", "H", "H", "Se", "C", "C", "C", "N", "C", "C", "H", "H", "H", "H", "C", "P", "C", "C", "O", "H", "H", "H", "H", "H", "H", "H", "H", "H"],
  "positions_angstrom": [[0.179, 0.576, -0.757], [0.982, -1.573, -3.176], [1.834, -1.850, -1.655], [3.133, -0.909, -1.200], [1.242, -2.841, -0.862], [1.836, -3.226, 0.364], [2.269, -3.543, 1.386], [0.017, -3.463, -1.223], [-1.000, -3.931, -1.503], [-2.752, 3.884, -3.972], [-1.406, 3.279, -3.055], [-1.305, 2.005, -2.949], [-2.359, 1.381, -3.601], [-2.559, 0.000, -3.658], [-3.658, -0.479, -4.338], [-4.553, 0.396, -4.969], [-4.370, 1.762, -4.922], [-3.266, 2.247, -4.225], [-0.695, 3.969, -2.619], [-1.851, -0.665, -3.180], [-3.828, -1.546, -4.395], [-5.400, -0.008, -5.507], [-5.059, 2.432, -5.418], [-0.594, -2.046, 2.161], [0.366, -0.939, 2.419], [0.591, 0.091, 1.629], [1.492, 0.898, 2.283], [1.808, 0.353, 3.485], [1.090, -0.822, 3.560], [1.114, -1.772, 4.665], [2.341, -1.691, 5.389], [2.363, -1.033, 6.577], [3.557, -0.989, 7.017], [4.384, -1.616, 6.106], [5.768, -1.821, 6.122], [6.311, -2.472, 5.041], [5.510, -2.912, 3.964], [4.147, -2.725, 3.933], [3.608, -2.067, 5.041], [-0.977, -1.959, 1.145], [-1.435, -2.014, 2.859], [-0.109, -3.017, 2.244], [1.873, 1.802, 1.838], [2.482, 0.660, 4.264], [0.975, -2.772, 4.255], [0.324, -1.552, 5.383], [6.371, -1.475, 6.950], [7.377, -2.651, 5.004], [5.985, -3.411, 3.129], [3.547, -3.059, 3.097], [2.030, 0.262, -3.858], [0.703, 0.660, -5.192], [-0.042, -0.284, -5.884], [-0.986, 0.159, -6.801], [-1.210, 1.438, -7.084], [-0.463, 2.332, -6.440], [0.491, 2.001, -5.492], [0.089, -1.345, -5.725], [-1.593, -0.564, -7.335], [-0.645, 3.375, -6.682], [1.036, 2.783, -4.977], [-3.409, 3.534, 0.686], [-2.236, 2.257, 1.158], [-1.633, 2.685, 2.794], [-3.176, 0.737, 1.344], [-1.145, 2.120, 0.134], [-4.230, 3.604, 1.401], [-3.806, 3.298, -0.302], [-2.895, 4.493, 0.633], [-2.458, 2.756, 3.504], [-1.111, 3.641, 2.752], [-0.927, 1.922, 3.123], [-3.981, 0.847, 2.070], [-2.501, -0.054, 1.671], [-3.596, 0.457, 0.377]],
  "mulliken_charge": [0.887, -0.111, 0.444, -0.253, 0.248, -0.211, -0.576, -0.133, -0.597, -0.285, -0.416, 0.281, -0.370, -0.657, -0.738, -0.535, -0.461, 1.002, 0.414, 0.440, 0.473, 0.404, 0.451, -2.167, 0.591, 0.085, -1.107, -0.419, 0.534, -0.818, 0.588, -0.647, -0.556, 0.154, -0.737, -0.491, -0.626, -0.498, 1.013, 0.240, 0.491, 0.598, 0.585, 0.490, 0.523, 0.238, 0.421, 0.369, 0.435, 0.634, 0.135, 0.521, -0.080, -0.463, -0.568, -0.474, -0.627, 0.515, 0.389, 0.399, 0.374, -1.149, 1.323, -1.028, -0.880, -0.629, 0.377, 0.302, 0.350, 0.390, 0.328, 0.145, 0.416, -0.004, 0.316]
}

Record 2
{
  "formula": "C4H7NO2",
  "method": "ωB97M-V/def2-TZVPD",
  "lumo_ev": 0.79,
  "smiles": "O=C1CN[C@H]1CO",
  "relative_energy_kcal_mol": 57.9,
  "molar_mass_g_mol": 101.105,
  "total_energy_ev": -9844.7703,
  "homo_lumo_gap_ev": 10.38,
  "multiplicity": 1,
  "symbols": ["O", "C", "C", "N", "C", "C", "O", "H", "H", "H", "H", "H", "H", "H"],
  "positions_angstrom": [[0.365, 2.159, -0.573], [0.346, 0.969, -0.724], [1.346, -0.102, -1.135], [0.285, -1.120, -0.932], [-0.693, -0.124, -0.438], [-1.068, -0.136, 1.024], [0.080, -0.217, 1.850], [-0.106, 0.675, 2.173], [-1.505, 0.870, 1.227], [2.196, -0.162, -0.444], [1.716, -0.037, -2.165], [0.544, -1.781, -0.207], [-1.616, -0.064, -1.025], [-1.813, -0.878, 1.320]],
  "mulliken_charge": [-0.564, 0.359, -0.335, -0.587, 0.277, -0.878, -0.504, 0.382, 0.351, 0.239, 0.266, 0.307, 0.338, 0.347]
}

Record 3
{
  "formula": "C12H19O4S",
  "method": "ωB97M-V/def2-TZVPD",
  "lumo_ev": -3.86,
  "molar_mass_g_mol": 259.347,
  "total_energy_ev": -31769.0275,
  "total_charge": 1,
  "homo_lumo_gap_ev": 8.19,
  "multiplicity": 1,
  "symbols": ["C", "C", "C", "C", "C", "C", "S", "H", "H", "H", "H", "H", "H", "H", "H", "H", "H", "H", "H", "H", "H", "H", "C", "C", "C", "O", "C", "C", "C", "O", "O", "O", "H", "H", "H", "H"],
  "positions_angstrom": [[3.887, -2.016, -2.054], [3.748, -0.507, -1.849], [2.800, 0.150, -2.854], [1.384, 0.477, -2.336], [0.839, -0.458, -1.253], [-0.655, -0.710, -1.353], [-1.114, -1.294, -3.016], [4.116, -2.221, -3.093], [2.989, -2.543, -1.748], [4.703, -2.401, -1.451], [4.738, -0.084, -1.971], [3.462, -0.303, -0.821], [2.737, -0.446, -3.759], [3.241, 1.093, -3.160], [0.720, 0.514, -3.199], [1.386, 1.485, -1.938], [0.964, 0.021, -0.290], [1.343, -1.415, -1.212], [-1.247, 0.157, -1.090], [-0.941, -1.488, -0.655], [-2.147, -0.497, -3.338], [-1.813, -2.406, -2.730], [-3.597, 1.291, 4.163], [-3.667, 0.249, 3.325], [-2.577, -0.045, 2.337], [-2.696, -1.019, 1.608], [-1.434, 0.842, 2.287], [-1.355, 1.887, 3.122], [-2.438, 2.174, 4.128], [-2.287, 3.133, 4.855], [-0.341, 2.733, 3.129], [-4.692, -0.597, 3.307], [-4.375, 1.511, 4.881], [-0.659, 0.616, 1.568], [-0.529, 3.388, 3.834], [-4.493, -1.270, 2.628]],
  "mulliken_charge": [-1.173, -0.422, -0.712, -0.616, -0.461, -0.652, -0.058, 0.331, 0.286, 0.335, 0.371, 0.260, 0.416, 0.307, 0.401, 0.338, 0.410, 0.135, 0.409, 0.450, 0.301, 0.329, -0.997, 0.387, 1.038, -0.679, -0.785, 0.260, 0.921, -0.589, -0.562, -0.551, 0.432, 0.415, 0.374, 0.351]
}

Record 4
{
  "formula": "C2H6N4",
  "method": "ωB97M-V/def2-TZVPD",
  "lumo_ev": 0.90,
  "smiles": "[H]/N=C(N)/C=N/N",
  "relative_energy_kcal_mol": 118.3,
  "molar_mass_g_mol": 86.098,
  "total_energy_ev": -8126.9650,
  "homo_lumo_gap_ev": 9.29,
  "multiplicity": 1,
  "symbols": ["C", "C", "H", "H", "H", "H", "H", "H", "N", "N", "N", "N"],
  "positions_angstrom": [[0.301, -0.377, 0.267], [-0.975, 0.323, 0.045], [3.107, 0.940, -0.035], [2.852, -0.958, 0.172], [0.542, -1.465, 0.690], [-1.746, -1.807, -0.101], [-2.835, -0.344, -0.417], [-1.927, 2.199, -0.130], [2.479, 0.162, -0.116], [1.192, 0.347, -0.306], [-2.020, -0.594, -0.202], [-0.971, 1.573, 0.132]],
  "mulliken_charge": [-0.360, 0.694, 0.208, 0.240, 0.225, 0.244, 0.126, 0.232, -0.472, -0.095, -0.448, -0.593]
}

Record 5
{
  "formula": "BrCaO4PZn2",
  "method": "ωB97M-V/def2-TZVPD",
  "lumo_ev": [-15.04, -14.50],
  "molar_mass_g_mol": 345.732,
  "total_energy_ev": -202759.6463,
  "total_charge": 3,
  "homo_lumo_gap_ev": [5.08, 4.60],
  "multiplicity": 2,
  "symbols": ["Ca", "Zn", "Zn", "P", "O", "O", "O", "O", "Br"],
  "positions_angstrom": [[-2.525, 2.688, -1.464], [1.833, 0.818, 0.758], [0.642, 3.856, 1.619], [0.175, -1.837, -0.361], [-1.108, -1.763, 0.700], [-0.526, -2.085, -1.809], [0.736, -3.067, 0.355], [1.091, -0.605, -0.059], [-0.317, 1.994, 0.262]],
  "mulliken_spin": [-0.001, -0.080, -0.766, -0.109, 0.886, 0.431, 0.785, 0.026, -0.172]
}

Record 6
{
  "formula": "C5H16N3S",
  "method": "ωB97M-V/def2-TZVPD",
  "lumo_ev": -3.01,
  "relative_energy_kcal_mol": 29.2,
  "molar_mass_g_mol": 150.271,
  "total_energy_ev": -20743.9808,
  "total_charge": 1,
  "homo_lumo_gap_ev": 8.47,
  "multiplicity": 1,
  "symbols": ["C", "C", "N", "N", "N", "H", "H", "H", "H", "H", "H", "H", "H", "C", "C", "C", "S", "H", "H", "H", "H", "H", "H", "H", "H"],
  "positions_angstrom": [[0.808, 2.431, -0.611], [-1.227, 1.471, 0.360], [-0.564, 2.000, -0.667], [-2.532, 1.175, 0.124], [-0.771, 1.355, 1.599], [-1.024, 1.982, -1.559], [-2.995, 0.584, 0.807], [-2.758, 0.714, -0.752], [-1.320, 1.276, 2.438], [0.102, 1.844, 1.758], [1.470, 1.534, -0.599], [1.201, 3.035, 0.207], [1.080, 3.044, -1.480], [0.080, -2.067, -0.390], [-0.463, -1.417, -1.645], [2.246, -2.093, 1.361], [1.917, -1.727, -0.419], [-0.184, -1.621, 0.576], [-0.163, -3.119, -0.303], [-1.241, -2.097, -2.045], [0.249, -1.371, -2.473], [3.321, -1.985, 1.543], [2.051, -3.116, 1.682], [1.643, -1.373, 1.922], [-0.927, -0.458, -1.435]],
  "mulliken_charge": [-1.002, 0.560, -0.062, -0.538, -0.334, 0.281, 0.274, 0.320, 0.258, 0.212, 0.356, 0.338, 0.324, -0.442, -0.827, -0.787, -0.107, 0.227, 0.469, 0.349, 0.383, 0.337, 0.303, 0.184, -0.074]
}

Record 7
{
  "formula": "ClH8NiO4",
  "method": "ωB97M-V/def2-TZVPD",
  "lumo_ev": [-5.89, -10.04],
  "relative_energy_kcal_mol": 20.9,
  "molar_mass_g_mol": 166.206,
  "total_energy_ev": -61874.3859,
  "total_charge": 1,
  "homo_lumo_gap_ev": [9.62, 4.03],
  "multiplicity": 3,
  "symbols": ["Ni", "Cl", "O", "H", "H", "O", "H", "H", "O", "H", "H", "O", "H", "H"],
  "positions_angstrom": [[-0.241, -2.051, 2.805], [0.112, -0.483, 1.186], [2.676, -1.625, -0.913], [2.383, -1.336, -0.043], [3.422, -1.059, -1.136], [-2.052, 2.706, 1.216], [-1.626, 2.069, 1.799], [-2.994, 2.641, 1.404], [-0.979, 1.564, -1.022], [-0.398, 0.899, -0.633], [-1.337, 2.102, -0.277], [0.034, -2.014, -1.610], [0.011, -1.221, -1.067], [0.988, -2.193, -1.708]],
  "mulliken_spin": [1.050, 0.308, 0.000, 0.001, 0.000, 0.002, -0.001, 0.000, 0.351, -0.013, -0.008, 0.336, -0.019, -0.008]
}

Record 8
{
  "formula": "C7H11N2",
  "method": "ωB97M-V/def2-TZVPD",
  "lumo_ev": -3.54,
  "smiles": "CC1(C)Cc2c[nH]c[n+]21",
  "relative_energy_kcal_mol": 104.9,
  "molar_mass_g_mol": 123.179,
  "total_energy_ev": -10407.1711,
  "total_charge": 1,
  "homo_lumo_gap_ev": 9.67,
  "multiplicity": 1,
  "symbols": ["C", "C", "C", "C", "C", "C", "C", "N", "N", "H", "H", "H", "H", "H", "H", "H", "H", "H", "H", "H"],
  "positions_angstrom": [[1.908, -2.099, 0.223], [1.166, -1.462, -1.913], [1.114, -0.969, 0.520], [0.314, -0.013, 1.440], [-0.505, 0.498, 0.212], [-0.091, 1.948, -0.137], [-1.951, 0.242, 0.050], [1.853, -2.220, -1.133], [0.455, -0.531, -0.555], [2.475, -2.743, 0.769], [0.946, -1.394, -3.018], [-0.363, -0.372, 2.234], [1.080, 0.704, 1.795], [-0.219, 2.165, -1.232], [0.892, 2.168, 0.041], [-0.801, 2.550, 0.319], [-2.419, 0.783, 0.782], [-2.260, -0.810, -0.105], [-2.413, 0.750, -0.829], [2.520, -2.963, -1.577]],
  "mulliken_charge": [-0.898, -0.148, 0.288, -0.574, 1.369, -1.677, -1.586, -0.050, -0.083, 0.511, 0.388, 0.351, 0.277, 0.351, 0.499, 0.455, 0.450, 0.372, 0.372, 0.332]
}